[1]
DFT (ωB97M-V with the def2-TZVPD basis set) results for a cluster of 2 separate species, C4H8O in total at a distorted geometry.

CARTESIAN COORDINATES (ANGSTROEM)
C -1.6263 -1.9554 -1.3160
C -1.8950 -2.3686 -0.0810
C -0.9311 -2.2926 1.0495
H -2.3812 -1.7300 -2.0556
H -0.6984 -1.3917 -1.4119
H -2.8999 -2.7527 0.0818
H 0.0397 -2.6935 0.7609
H -0.7549 -1.2630 1.3770
H -1.2731 -2.7664 1.9698
C 1.6681 3.3258 0.3153
O 2.7932 3.3403 -0.0935
H 0.8014 3.1291 -0.3443
H 1.3944 3.4869 1.3701

Output
SMILES = C=CC.C=O
Charge = 0
HOMO-LUMO gap = 0.380 Ha
LUMO level = 0.7 eV
Strongest force on any atom = 1.84 eV/A
E_tot = -232.3733 Ha

Mulliken atomic charge list, values in e, 8 entries:
1. C -0.78
2. C 0.12
3. C -1.05
4. H 0.29
5. H 0.24
6. H 0.31
7. H 0.30
8. H 0.26

=====

[2]
DFT (ωB97M-V with the def2-TZVPD basis set) results for an isolated molecule of C4H8O at a distorted geometry.

CARTESIAN COORDINATES (ANGSTROEM)
C -1.4272 -0.0159 -0.6960
C -0.4659 0.4468 0.3461
C 0.9439 0.8064 -0.0401
C 0.6866 -0.4046 0.8111
O 0.8731 -1.6634 0.1534
H -1.6550 0.8036 -1.3851
H -1.0449 -0.8540 -1.2863
H -2.3644 -0.3325 -0.2272
H -0.9536 1.0785 1.0802
H 1.2484 0.6573 -1.0692
H 1.3906 1.6726 0.4336
H 0.9501 -0.3460 1.8627
H 1.8182 -1.8490 0.0168

Output
SMILES = C[C@@H]1C[C@@H]1O
Charge = 0
HOMO-LUMO gap = 0.397 Ha
LUMO level = 1.0 eV
Strongest force on any atom = 1.04 eV/A
E_tot = -232.4042 Ha

Mulliken atomic charge list, values in e, 8 entries:
1. C -1.28
2. C 0.16
3. C -0.70
4. C -0.08
5. O -0.53
6. H 0.30
7. H 0.32
8. H 0.33

=====

[3]
DFT (ωB97M-V with the def2-TZVPD basis set) results for an isolated molecule of C4H8O at a distorted geometry.

CARTESIAN COORDINATES (ANGSTROEM)
C -1.5984 1.0474 1.4051
C -0.6388 0.5507 0.3424
C 0.1556 -0.5231 0.4864
O 1.0192 -1.0043 -0.4432
C 1.1323 -0.2840 -1.6373
H -1.0420 1.3736 2.3094
H -2.1647 1.9124 1.0476
H -2.3118 0.2577 1.7050
H -0.6886 1.0743 -0.6324
H 0.2044 -1.0945 1.4190
H 1.4527 0.7693 -1.4389
H 0.1799 -0.2431 -2.2010
H 1.9124 -0.7618 -2.2425

Output
SMILES = C/C=C/OC
Charge = 0
HOMO-LUMO gap = 0.355 Ha
LUMO level = 1.1 eV
Strongest force on any atom = 1.11 eV/A
E_tot = -232.4019 Ha

Mulliken atomic charge list, values in e, 8 entries:
1. C -1.11
2. C -0.02
3. C -0.03
4. O -0.35
5. C -0.74
6. H 0.26
7. H 0.31
8. H 0.28

=====

[4]
DFT (ωB97M-V with the def2-TZVPD basis set) results for an isolated molecule of C4H8O at a distorted geometry.

CARTESIAN COORDINATES (ANGSTROEM)
C 0.6773 1.8302 0.6433
C -0.1614 0.6016 0.6496
C 0.3339 -0.4994 0.0982
C -0.6697 -1.5444 -0.2613
O -0.8568 -1.2830 -1.6976
H 0.9582 1.9482 -0.4415
H 0.0669 2.8038 0.8528
H 1.5658 1.8391 1.1743
H -1.0709 0.5822 1.0972
H 1.2398 -0.6525 -0.2337
H -1.6216 -1.4790 0.3234
H -0.4240 -2.6132 -0.0126
H -0.0374 -1.5337 -2.1921

Output
SMILES = C/C=C/CO
Charge = 0
HOMO-LUMO gap = 0.376 Ha
LUMO level = 1.0 eV
Strongest force on any atom = 6.63 eV/A
E_tot = -232.3682 Ha

Mulliken atomic charge list, values in e, 8 entries:
1. C -1.07
2. C -0.13
3. C -0.39
4. C -0.53
5. O -0.50
6. H 0.27
7. H 0.26
8. H 0.33

=====

[5]
DFT (ωB97M-V with the def2-TZVPD basis set) results for a cluster of 2 separate species, C4H8O in total at a distorted geometry.

CARTESIAN COORDINATES (ANGSTROEM)
C 1.0179 0.7904 -0.6501
C 1.1535 0.7384 0.8285
C 0.4977 -0.3709 0.1016
C -2.3041 -0.5404 0.0674
O 0.8887 -1.6186 -0.0021
H 0.5488 1.6343 -1.1833
H 1.7911 0.3752 -1.2968
H 2.0205 0.7600 1.3460
H 0.3089 1.2788 1.3083
H -2.2323 -0.3188 -0.9478
H -2.5956 0.4037 0.6729
H -2.2630 -1.4754 0.6931
H 1.1678 -1.6567 -0.9378

Output
Charge = 0
HOMO-LUMO gap (alpha / beta) = 0.326 / 0.299 Ha
LUMO level (alpha / beta) = 0.6 / 0.7 eV
Strongest force on any atom = 4.30 eV/A
E_tot = -232.2262 Ha

Mulliken atomic charge list, values in e, 8 entries:
1. C -0.76
2. C -0.58
3. C 0.41
4. C -0.88
5. O -0.41
6. H 0.21
7. H 0.26
8. H 0.35

=====

[6]
DFT (ωB97M-V with the def2-TZVPD basis set) results for an isolated molecule of C4H8O at a distorted geometry.

CARTESIAN COORDINATES (ANGSTROEM)
C -1.8760 0.1036 0.2355
C -0.5766 -0.1575 -0.5132
C 0.6165 -0.0980 0.3914
C 2.6466 0.5434 -0.3250
O 1.8153 -0.4602 -0.3343
H -1.8938 1.1044 0.6836
H -2.0182 -0.6274 1.0395
H -2.7237 0.0241 -0.4489
H -0.5784 -1.1468 -0.9788
H -0.4252 0.5837 -1.3080
H 0.7648 0.8999 0.8241
H 0.6167 -0.8286 1.2023
H 3.6322 0.0594 -0.4683

Output
Charge = 0
HOMO-LUMO gap = 0.341 Ha
LUMO level = 0.8 eV
Strongest force on any atom = 1.24 eV/A
E_tot = -232.3240 Ha

Mulliken atomic charge list, values in e, 8 entries:
1. C -1.15
2. C -0.31
3. C -0.50
4. C -0.29
5. O -0.20
6. H 0.32
7. H 0.32
8. H 0.32

=====

[7]
DFT (ωB97M-V with the def2-TZVPD basis set) results for a cluster of 2 separate species, C4H8O2 in total.

CARTESIAN COORDINATES (ANGSTROEM)
O 2.5569 -0.6155 -0.6635
C 1.7704 0.0516 0.1186
C 2.2784 1.2433 0.9086
H 0.6956 -0.1657 0.1679
H 1.9347 1.2388 1.9638
H 1.8956 2.1985 0.5421
H 3.3723 1.2305 0.8974
C -1.6222 -1.6317 -0.3168
C -2.0085 -0.4412 -0.7264
O -3.2143 0.0817 -0.3330
H -0.6442 -1.9823 -0.6282
H -2.2662 -2.3008 0.2241
H -1.4120 0.1554 -1.3960
H -3.3364 0.9373 -0.7588

Output
Charge = -1
HOMO-LUMO gap (alpha / beta) = 0.100 / 0.239 Ha
LUMO level (alpha / beta) = 3.5 / 3.5 eV
Multiplicity = 2
Strongest force on any atom = 0.85 eV/A
E_tot = -307.5947 Ha

Mulliken atomic charge list, values in e, 8 entries:
1. O -0.78
2. C -0.14
3. C -0.81
4. H 0.20
5. H 0.22
6. H 0.15
7. H 0.28
8. C -0.77

=====

[8]
DFT (ωB97M-V with the def2-TZVPD basis set) results for the ion C4H8O2 with charge -2 at a distorted geometry.

CARTESIAN COORDINATES (ANGSTROEM)
O 0.9907 0.3775 -2.7742
C 0.2469 0.5087 -1.6517
C 0.6751 -0.4872 -0.5232
C -0.2847 -0.7302 0.6301
C -0.5640 0.4746 1.5954
O -1.5881 0.3559 2.4415
H -0.8630 0.4395 -1.8079
H 0.3125 1.5224 -1.1694
H 0.7169 -1.4385 -1.0691
H 1.7080 -0.1853 -0.3407
H -0.0341 -1.5864 1.2744
H -1.2706 -1.1241 0.3196
H 0.4835 0.4594 2.0701
H -0.5292 1.4137 1.0050

Output
SMILES = [O-]CCCC[O-]
Charge = -2
HOMO-LUMO gap = 0.239 Ha
LUMO level = 7.6 eV
Strongest force on any atom = 1.66 eV/A
E_tot = -307.5284 Ha

Mulliken atomic charge list, values in e, 8 entries:
1. O -0.95
2. C -0.36
3. C -0.45
4. C -0.48
5. C -0.33
6. O -0.93
7. H 0.18
8. H 0.09

=====

[9]
DFT (ωB97M-V with the def2-TZVPD basis set) results for a cluster of 2 separate species, C4H8O2 in total.

CARTESIAN COORDINATES (ANGSTROEM)
C 0.4143 0.8438 -0.5770
C 0.9237 0.8923 0.6507
O 0.0819 0.4581 1.6405
C -1.0312 -0.1597 0.9695
C -1.0236 0.3975 -0.4615
H 0.9190 1.0889 -1.5008
H 1.8984 1.2298 0.9838
H -0.8648 -1.2478 0.9763
H -1.9385 0.0579 1.5356
H -1.3539 -0.3387 -1.2026
H -1.6641 1.2807 -0.5608
O 1.4983 -1.5798 -1.0878
H 0.6119 -1.9505 -1.0307
H 1.5285 -0.9723 -0.3352

Output
SMILES = C1=COCC1.O
Charge = 0
HOMO-LUMO gap = 0.351 Ha
LUMO level = 0.8 eV
Strongest force on any atom = 0.57 eV/A
E_tot = -307.6449 Ha

Mulliken atomic charge list, values in e, 8 entries:
1. C -0.38
2. C -0.33
3. O -0.40
4. C -0.41
5. C -0.31
6. H 0.26
7. H 0.42
8. H 0.22

=====

[10]
DFT (ωB97M-V with the def2-TZVPD basis set) results for an isolated molecule of C4H8O2.

CARTESIAN COORDINATES (ANGSTROEM)
C -2.3101 0.3531 -0.1584
O -1.1015 -0.3249 -0.3823
C -0.1657 -0.1098 0.6335
C 0.9765 -1.1050 0.4754
C 2.2475 -0.1430 -0.4038
O 2.1477 -0.4723 0.9603
H -2.8213 -0.0260 0.7398
H -2.1517 1.4362 -0.0385
H -2.9418 0.1762 -1.0313
H -0.5719 -0.3712 1.6302
H 0.1423 0.9536 0.6892
H 1.4664 -0.9026 -0.8940
H 1.9559 0.8800 -0.6404
H 3.1912 -0.4826 -0.8315

Output
Charge = 0
HOMO-LUMO gap = 0.346 Ha
LUMO level = 0.9 eV
Strongest force on any atom = 0.39 eV/A
E_tot = -307.4972 Ha

Mulliken atomic charge list, values in e, 8 entries:
1. C -0.68
2. O -0.26
3. C -0.24
4. C -0.45
5. C -0.42
6. O -0.24
7. H 0.29
8. H 0.29

=====

[11]
DFT (ωB97M-V with the def2-TZVPD basis set) results for an isolated molecule of C4H8O2 at a distorted geometry.

CARTESIAN COORDINATES (ANGSTROEM)
C -1.4870 -0.6890 0.4834
C -0.4260 0.3705 0.5216
O 0.7079 0.1423 1.3789
C 1.6375 0.1623 0.2714
C 0.5175 0.6116 -0.6735
O 0.2973 -0.0032 -1.9046
H -1.1340 -1.7362 0.4427
H -2.1874 -0.6319 1.3297
H -2.0374 -0.2388 -0.3420
H -1.0696 1.2479 0.6364
H 2.0700 -0.8181 0.0087
H 2.4616 0.8652 0.4500
H 0.5679 1.6856 -0.8666
H 0.0417 -0.9190 -1.7407

Output
SMILES = C[C@H]1OC[C@H]1O
Charge = 0
HOMO-LUMO gap = 0.392 Ha
LUMO level = 0.9 eV
Strongest force on any atom = 1.47 eV/A
E_tot = -307.6255 Ha

Mulliken atomic charge list, values in e, 8 entries:
1. C -1.34
2. C 0.29
3. O -0.44
4. C -0.45
5. C 0.06
6. O -0.54
7. H 0.29
8. H 0.35

=====

[12]
DFT (ωB97M-V with the def2-TZVPD basis set) results for an isolated molecule of C4H8O2.

CARTESIAN COORDINATES (ANGSTROEM)
O -1.5652 0.8813 -0.4017
C -1.3887 -0.5099 -0.5797
C 0.7310 -0.7439 0.7598
C 0.0909 -0.9155 -0.5711
C 1.3517 1.5318 0.5434
O 1.2621 0.3753 1.1440
H -1.1956 1.1284 0.4568
H -1.9167 -1.0825 0.1995
H -1.8512 -0.7528 -1.5421
H 0.7731 -1.5151 1.5170
H 0.1760 -1.9703 -0.8629
H 0.6269 -0.3220 -1.3294
H 0.9100 1.6768 -0.4337
H 1.9459 2.2588 1.0736

Output
Charge = 0
HOMO-LUMO gap (alpha / beta) = 0.291 / 0.298 Ha
LUMO level (alpha / beta) = 0.7 / 0.7 eV
Strongest force on any atom = 0.78 eV/A
E_tot = -307.5531 Ha

Mulliken atomic charge list, values in e, 8 entries:
1. O -0.53
2. C -0.36
3. C -0.24
4. C -0.57
5. C -0.53
6. O -0.33
7. H 0.34
8. H 0.28

=====

[13]
DFT (ωB97M-V with the def2-TZVPD basis set) results for a cluster of 2 separate species, C4H8O2 in total.

CARTESIAN COORDINATES (ANGSTROEM)
C -1.9102 -0.3382 0.6653
C -1.4127 0.3776 -0.3361
C -0.3017 -0.0781 -1.2407
O 0.3651 -1.2379 -0.8103
H -1.5311 -1.3298 0.8979
H -2.7078 0.0479 1.2918
H -1.8113 1.3682 -0.5563
H 0.4004 0.7639 -1.4032
H -0.7274 -0.3053 -2.2257
H 0.6137 -1.1036 0.1211
C 2.2667 0.4642 0.8923
O 1.4823 -0.1547 1.5730
H 2.7171 1.4062 1.2481
H 2.5567 0.1196 -0.1173

Output
SMILES = C=CCO.C=O
Charge = 0
HOMO-LUMO gap = 0.367 Ha
LUMO level = 0.4 eV
Strongest force on any atom = 0.60 eV/A
E_tot = -307.6226 Ha

Mulliken atomic charge list, values in e, 8 entries:
1. C -0.70
2. C -0.04
3. C -0.43
4. O -0.52
5. H 0.27
6. H 0.26
7. H 0.30
8. H 0.26

=====

[14]
DFT (ωB97M-V with the def2-TZVPD basis set) results for a cluster of 2 separate species, C4H8O2 in total at a distorted geometry.

CARTESIAN COORDINATES (ANGSTROEM)
C 1.3573 1.2433 -0.7225
C -1.0425 0.7331 1.0981
O -0.4899 -0.3699 1.4280
C -0.2037 -1.4407 0.6852
C -0.8321 -1.6883 -0.5736
O -0.5720 -2.6306 -1.3050
H 2.4241 1.2424 -0.9483
H 1.1409 2.0594 -0.0280
H 0.7923 1.3924 -1.6464
H -1.1349 1.4590 1.8935
H -1.3644 0.9198 0.0810
H 0.4184 -2.1569 1.2001
H 1.1086 0.2614 -0.3024
H -1.6395 -0.9689 -0.8439

Output
Charge = 0
HOMO-LUMO gap (alpha / beta) = 0.277 / 0.306 Ha
LUMO level (alpha / beta) = -0.7 / -0.2 eV
Strongest force on any atom = 1.07 eV/A
E_tot = -307.5507 Ha

Mulliken atomic charge list, values in e, 8 entries:
1. C -0.90
2. C -0.41
3. O -0.25
4. C -0.16
5. C 0.04
6. O -0.52
7. H 0.33
8. H 0.24

=====

[15]
DFT (ωB97M-V with the def2-TZVPD basis set) results for an isolated molecule of C4H8O2 at a distorted geometry.

CARTESIAN COORDINATES (ANGSTROEM)
C -1.6078 0.9075 -0.2788
C -1.2943 -0.3909 0.4223
C 0.0991 -0.7724 0.4589
O 0.5233 -1.1855 -0.8479
C 1.1988 0.2917 0.6166
O 1.4577 1.1019 -0.2441
H -2.0238 0.7431 -1.2630
H -2.4564 1.2665 0.2898
H -0.8657 1.6707 -0.3072
H -2.0217 -1.1025 0.0139
H -1.6809 -0.3147 1.5828
H 0.4887 -1.6539 1.0114
H 0.4060 -0.3984 -1.4304
H 1.9306 0.2416 1.5247

Output
SMILES = CC[C@@H](O)C=O
Charge = 0
HOMO-LUMO gap = 0.392 Ha
LUMO level = 0.8 eV
Strongest force on any atom = 4.89 eV/A
E_tot = -307.6244 Ha

Mulliken atomic charge list, values in e, 8 entries:
1. C -1.19
2. C -0.43
3. C -0.03
4. O -0.55
5. C 0.02
6. O -0.45
7. H 0.31
8. H 0.35

=====

[16]
DFT (ωB97M-V with the def2-TZVPD basis set) results for an isolated molecule of C4H8O2.

CARTESIAN COORDINATES (ANGSTROEM)
C -0.8462 1.7973 0.3658
C 0.2572 0.9548 -0.2204
O 1.1347 0.3433 0.7185
C 0.4191 -0.5008 -0.1931
C -0.4674 -1.5127 0.4716
O 0.3627 -2.5479 0.9615
H -1.2859 1.3475 1.2595
H -1.6352 2.0075 -0.3634
H -0.4011 2.7541 0.6622
H 0.7777 1.4329 -1.0523
H 1.0978 -0.9401 -0.9306
H -1.1852 -1.9745 -0.2174
H -1.0324 -1.0166 1.2728
H 1.2022 -2.1242 1.1830

Output
SMILES = C[C@H]1O[C@H]1CO
Charge = 0
HOMO-LUMO gap = 0.421 Ha
LUMO level = 1.0 eV
Strongest force on any atom = 0.40 eV/A
E_tot = -307.6368 Ha

Mulliken atomic charge list, values in e, 8 entries:
1. C -1.29
2. C 0.19
3. O -0.44
4. C -0.23
5. C -0.28
6. O -0.51
7. H 0.36
8. H 0.30

=====

[17]
DFT (ωB97M-V with the def2-TZVPD basis set) results for an isolated molecule of C4H8O2.

CARTESIAN COORDINATES (ANGSTROEM)
C -1.9604 0.2063 0.5707
C -0.7855 -0.1584 -0.3084
O -0.9479 -0.4702 -1.4703
C 0.6166 -0.0959 0.3046
C 1.6717 -0.5539 -0.6881
O 0.8360 1.2071 0.8236
H -2.4875 -0.7193 0.8261
H -2.6546 0.8294 0.0001
H -1.6701 0.7176 1.4913
H 0.6405 -0.7358 1.1977
H 1.4682 -1.5863 -0.9754
H 2.6756 -0.5014 -0.2505
H 1.6326 0.0445 -1.6074
H 0.9648 1.8162 0.0857

Output
SMILES = CC(=O)[C@@H](C)O
Charge = 0
HOMO-LUMO gap = 0.381 Ha
LUMO level = 0.8 eV
Strongest force on any atom = 0.51 eV/A
E_tot = -307.6814 Ha

Mulliken atomic charge list, values in e, 8 entries:
1. C -1.05
2. C 0.65
3. O -0.56
4. C 0.21
5. C -1.28
6. O -0.54
7. H 0.29
8. H 0.32

=====

[18]
DFT (ωB97M-V with the def2-TZVPD basis set) results for a cluster of 2 separate species, C4H8O2 in total at a distorted geometry.

CARTESIAN COORDINATES (ANGSTROEM)
C -1.1217 1.0916 0.6685
C 0.3089 0.7681 0.3908
C 0.8035 0.3978 -0.7877
O 0.1255 0.2421 -1.9632
H -1.8281 0.5707 0.0077
H -1.4141 0.8706 1.7005
H -1.2315 2.1663 0.5051
H 0.9990 0.8510 1.2260
H 1.8636 0.2145 -0.9258
H -0.8272 0.3056 -1.8122
C 0.5842 -1.8407 0.2441
O 0.8540 -1.5746 1.3900
H -0.4416 -1.8039 -0.1822
H 1.3254 -2.2591 -0.4614

Output
SMILES = C/C=C\O.C=O
Charge = 0
HOMO-LUMO gap = 0.345 Ha
LUMO level = 0.7 eV
Strongest force on any atom = 1.14 eV/A
E_tot = -307.6094 Ha

Mulliken atomic charge list, values in e, 8 entries:
1. C -1.19
2. C 0.07
3. C -0.58
4. O -0.51
5. H 0.37
6. H 0.31
7. H 0.30
8. H 0.39